Entry 1:
Molecular formula: C25H30Cl2N2OS8Tm
Method: DFT, wB97M-V/def2-TZVPD

## Properties
frontier orbital gap (spin up / spin down) = 4.721 / 4.728 eV
LUMO (spin up / spin down) = 1.43 / 1.44 eV
max |F| = 1.80 eV/A
energy relative to the best compared isomer or geometry (same formula, charge and spin) = 0.7 kcal per mole
2S+1 = 3
charge = -1
highest occupied orbital energy (spin up / spin down) = -3.286 / -3.292 eV

Structure (XYZ):
```
69
Properties=species:S:1:pos:R:3:forces:R:3:lowdin_spin:R:1
Tm 1.232591 -1.264962 -1.848313 0.617 -0.291 -1.665 2.0037
C -4.036168 2.053137 2.471872 0.035 0.095 0.039 0.0000
C -3.172440 0.803914 2.603525 -0.138 -0.065 -0.028 0.0000
S -1.823503 0.738705 1.398420 0.169 -0.070 -0.193 0.0000
C -2.193539 -0.773762 0.472886 -0.379 -0.024 0.385 0.0000
C -3.357161 -0.730674 -0.495789 -0.308 0.214 0.101 0.0000
S -3.155436 0.483519 -1.829847 0.244 -0.140 -0.098 0.0000
C -4.503127 1.628141 -1.512783 -0.247 0.143 0.134 0.0000
C -4.362312 2.584814 -0.322764 0.026 -0.062 -0.019 0.0000
S -5.274882 2.017398 1.154208 0.013 -0.024 -0.031 0.0000
H -3.414807 2.941516 2.342389 0.004 -0.012 0.023 0.0000
H -4.607050 2.203563 3.390921 -0.038 -0.033 -0.007 0.0000
H -3.787418 -0.086954 2.468120 0.002 0.003 0.032 0.0000
H -2.744752 0.758563 3.607416 0.034 0.039 -0.005 0.0000
H -2.338312 -1.573337 1.204155 -0.012 -0.047 -0.039 0.0000
H -1.327241 -1.021127 -0.111575 0.646 -0.028 -0.193 0.0001
H -4.290453 -0.505698 0.025752 -0.020 -0.013 -0.096 0.0000
H -3.447493 -1.711064 -0.963928 0.062 -0.022 -0.028 0.0000
H -5.435182 1.064708 -1.443215 -0.082 0.043 0.001 0.0000
H -4.567478 2.212881 -2.433088 0.028 0.009 -0.005 0.0000
H -4.751786 3.568781 -0.585870 -0.036 0.011 0.009 0.0000
H -3.314105 2.686539 -0.050823 0.017 0.020 0.005 0.0000
S 3.783016 -1.700886 -0.856294 0.207 0.047 0.003 -0.0001
S 4.319957 -2.953649 -2.431968 -0.046 0.044 0.079 0.0006
S 2.563590 -3.225755 -3.503217 0.030 0.170 0.148 -0.0010
S 2.129408 -1.429690 -4.409630 0.163 0.029 0.006 -0.0029
Cl -2.512987 -1.927049 -4.776980 0.010 -0.075 -0.045 0.0001
C -1.841938 -3.197008 -3.777368 -0.157 0.057 -0.031 0.0007
C -2.122456 -4.506178 -4.085405 0.001 -0.080 -0.008 0.0000
C -1.627565 -5.559180 -3.309176 -0.010 0.112 -0.011 0.0010
C -0.827089 -5.243779 -2.217832 0.013 -0.014 0.010 0.0001
C -0.567916 -3.923503 -1.935197 -0.088 0.058 0.029 0.0011
Cl 0.506779 -3.533885 -0.567181 -0.257 -0.551 0.251 0.0004
C -1.040505 -2.766421 -2.660836 -0.147 0.079 0.172 0.0012
N -0.765414 -1.523755 -2.335622 -0.276 -0.216 0.163 -0.0019
H -2.738173 -4.713323 -4.952549 0.001 0.010 0.005 0.0000
H -1.850574 -6.587445 -3.556545 0.005 0.002 -0.013 0.0001
H -0.397636 -6.021049 -1.597638 0.007 0.014 0.003 0.0000
S 0.398838 2.897118 -4.126335 -0.054 0.084 -0.039 0.0000
C 2.039122 2.907660 -3.627609 -0.004 -0.017 -0.038 -0.0001
C 2.273108 1.848104 -2.820000 -0.055 -0.041 0.043 0.0000
N 1.170159 1.062699 -2.571914 0.103 0.119 -0.060 -0.0019
C 0.116370 1.491374 -3.207693 0.047 -0.019 0.076 0.0003
H 2.740226 3.644719 -3.979235 -0.002 0.003 0.000 0.0000
H 3.227709 1.548187 -2.409480 -0.007 0.022 0.019 0.0000
H -0.833111 0.971189 -3.172790 -0.012 -0.070 0.005 0.0000
C 4.573115 1.422162 5.440217 0.002 0.013 0.002 0.0000
C 3.759028 1.251414 4.187839 0.027 -0.020 0.058 -0.0001
C 3.175011 0.031537 3.883468 -0.020 -0.014 -0.035 0.0000
C 2.449488 -0.169234 2.713905 0.067 -0.046 0.111 0.0000
C 1.855119 -1.522664 2.454829 -0.014 -0.002 0.024 0.0000
C 2.313147 0.920782 1.836513 -0.251 0.021 -0.281 -0.0001
C 1.597828 0.788820 0.573708 0.063 0.163 0.199 -0.0002
O 1.158634 -0.257115 0.120806 -0.084 0.327 0.759 -0.0010
C 2.878984 2.176044 2.133811 0.063 0.068 0.085 -0.0001
C 2.743248 3.369232 1.217418 -0.002 -0.019 0.001 0.0000
C 3.598600 2.317511 3.306721 -0.034 0.002 -0.041 0.0000
H 4.418472 0.595009 6.131565 -0.009 -0.005 -0.010 0.0000
H 4.318855 2.351532 5.951662 -0.001 0.003 -0.008 0.0000
H 5.637537 1.461946 5.198965 -0.002 0.001 -0.003 0.0000
H 3.290119 -0.799392 4.570129 0.006 0.010 0.008 0.0000
H 2.011376 -2.158408 3.326085 -0.011 -0.016 -0.012 0.0000
H 2.320625 -1.993396 1.585571 0.020 0.017 0.002 0.0000
H 0.786233 -1.457604 2.244796 0.016 0.015 0.009 0.0000
H 1.459586 1.699798 -0.023309 0.039 0.003 0.024 0.0000
H 3.191860 3.184472 0.239870 0.006 -0.006 0.007 0.0000
H 3.245971 4.228819 1.657936 0.008 -0.004 -0.005 0.0000
H 1.700448 3.644519 1.051732 -0.006 -0.018 0.016 0.0000
H 4.045853 3.277121 3.542591 0.003 -0.006 0.004 0.0000
```
Positions in Å, forces in eV/Å.


Entry 2:
Molecular formula: C10H16O
Method: DFT, wB97M-V/def2-TZVPD

## Properties
frontier orbital gap = 8.789 eV
LUMO = 0.81 eV
max |F| = 3.70 eV/A
energy relative to the best compared isomer or geometry (same formula, charge and spin) = 76.6 kcal per mole
2S+1 = 1
highest occupied orbital energy = -7.977 eV

Structure (XYZ):
```
27
Properties=species:S:1:pos:R:3:forces:R:3:mulliken_charge:R:1
C -2.178530 1.278625 -0.354326 -1.295 -2.410 0.083 0.2192
C -2.081534 2.329021 -1.407580 0.848 1.515 -2.244 -1.3058
C -3.553569 0.523602 -0.553858 0.175 0.787 -0.715 -1.0734
H -1.430855 0.530177 0.030005 0.126 0.796 -1.635 -0.0519
H -2.237985 1.859548 0.478129 -0.622 1.531 2.914 0.3774
H -1.700262 1.950420 -2.439858 -1.205 0.716 1.503 0.2122
H -1.440607 3.206568 -1.171536 0.250 -0.845 0.136 0.3445
H -4.302019 0.733150 0.222660 0.409 -0.094 0.089 0.3056
H -3.999372 1.000620 -1.484295 0.345 -1.332 0.848 0.2874
H -3.096133 2.884854 -1.411005 1.341 -1.273 -0.644 0.3802
H -3.403348 -0.569671 -0.609873 -0.318 0.559 -0.327 0.3025
C 0.345591 -1.321899 -2.281851 -1.900 1.610 2.737 -1.0812
C 1.336786 -0.179295 1.666772 0.581 -0.904 -1.484 0.6282
C 1.130216 -1.574003 1.399245 0.467 2.460 -2.650 -0.6383
C 1.679662 0.750131 0.647625 0.036 -2.639 -0.530 -0.6690
C 1.074818 -2.053020 0.054130 -0.694 1.153 1.684 -0.5876
C 1.580753 0.148602 -0.607107 0.492 2.491 0.568 -0.2639
C 1.058459 -1.064257 -0.918602 -0.417 -2.150 -1.843 0.3765
O 1.487459 0.298142 2.889902 0.709 2.037 0.919 -0.5107
H 0.957124 -2.200238 2.193608 -0.076 -1.495 1.833 0.4234
H 1.130180 -0.163029 3.614390 -0.789 -1.356 0.966 0.3101
H 2.151399 1.738394 0.755104 -0.502 -0.699 0.371 0.4470
H 1.007392 -3.118701 -0.180868 -0.413 0.398 0.146 0.3566
H 2.027467 0.673909 -1.406779 -0.222 0.977 -1.144 0.4245
H -0.705379 -0.813759 -2.078779 1.616 -1.337 -0.242 0.0641
H 0.184109 -2.385357 -2.353628 0.006 -0.221 -0.787 0.3480
H 0.602704 -0.737079 -3.143170 1.050 -0.274 -0.552 0.3744
```
Positions in Å, forces in eV/Å.


Entry 3:
Molecular formula: C6H14N2O
Method: DFT, wB97M-V/def2-TZVPD

## Properties
frontier orbital gap = 9.312 eV
LUMO = 0.78 eV
max |F| = 2.62 eV/A
energy relative to the best compared isomer or geometry (same formula, charge and spin) = 44.5 kcal per mole
2S+1 = 1
highest occupied orbital energy = -8.537 eV

Structure (XYZ):
```
23
Properties=species:S:1:pos:R:3:forces:R:3:mulliken_charge:R:1
C -1.222560 0.504279 -0.935719 1.432 0.957 1.974 0.1934
C -0.386634 0.573905 0.658859 -1.472 -1.039 -1.741 0.8943
C 1.730579 -2.370715 -0.201091 -0.104 0.330 -0.425 -1.1354
C -2.164643 -0.649752 -1.199066 0.044 -0.338 0.245 -1.2720
C -0.181687 1.922039 1.332876 -0.252 0.286 -0.537 -1.9734
C 0.845693 -0.254449 0.454854 -0.265 -1.515 -1.651 0.0719
N 2.092993 0.303958 0.637054 0.183 0.116 0.738 -0.4378
O -1.965008 1.686543 -1.049611 0.014 0.770 -0.220 -0.5826
N 0.652359 -1.404356 -0.116311 0.000 0.510 1.443 -0.3165
H -1.333750 2.417281 -1.149073 -0.417 -0.248 0.084 0.3611
H -0.391996 0.511486 -1.642377 0.041 -0.164 -0.081 0.2776
H -1.095735 -0.013058 1.249583 0.260 -0.031 0.110 0.1737
H 2.181753 1.041225 1.322730 -0.070 -0.074 -0.131 0.2110
H 2.874786 -0.335952 0.653615 -0.133 0.033 -0.070 0.2552
H 1.333453 -3.296110 -0.629735 0.112 0.154 0.051 0.2612
H 2.534596 -2.020914 -0.860845 0.177 -0.122 0.037 0.3888
H 2.146248 -2.623612 0.781758 0.080 0.097 -0.006 0.3348
H -2.903006 -0.745760 -0.397301 0.092 -0.014 -0.045 0.3172
H -2.712945 -0.486582 -2.134527 0.130 0.325 0.169 0.3710
H -1.635529 -1.594317 -1.326800 0.086 0.174 0.332 0.3083
H 0.447311 2.582392 0.726935 -0.019 0.060 0.071 0.4378
H -1.137031 2.428718 1.504524 0.134 -0.108 -0.136 0.3805
H 0.290753 1.823750 2.319667 -0.055 -0.158 -0.210 0.4798
```
Positions in Å, forces in eV/Å.


Entry 4:
Molecular formula: C4H6FNOS
Method: DFT, wB97M-V/def2-TZVPD

## Properties
frontier orbital gap = 9.643 eV
LUMO = 0.61 eV
max |F| = 2.77 eV/A
energy relative to the best compared isomer or geometry (same formula, charge and spin) = 34.4 kcal per mole
2S+1 = 1
highest occupied orbital energy = -9.032 eV

Structure (XYZ):
```
14
Properties=species:S:1:pos:R:3:forces:R:3:mulliken_charge:R:1
C -0.063467 -0.174817 -0.224660 1.221 0.575 0.402 1.0985
C 1.439067 -0.528083 -0.314203 0.294 1.384 -0.735 -0.6896
C -0.280640 1.331239 0.043832 -0.899 -1.547 2.116 -1.0256
C -0.762173 -0.980452 0.876219 -0.301 0.898 -0.218 -0.3220
H -1.360436 0.107385 -1.557482 -0.736 0.126 -0.329 0.3798
H 1.884248 0.172613 -1.055329 -0.199 -0.526 0.353 0.2940
H 1.556698 -1.536521 -0.679592 0.105 -0.436 0.134 0.3701
H 0.540195 1.639934 0.680765 -0.047 0.645 0.059 0.4015
H -0.416430 1.917083 -0.853737 0.109 0.051 -0.083 0.4704
H -0.614803 -2.040554 1.030846 0.257 -0.115 -0.052 0.4179
N -1.639601 -0.380807 1.566484 -0.214 0.115 -0.255 -0.4873
O -0.576505 -0.427726 -1.499408 0.203 -1.178 -0.508 -0.5867
F 2.161651 -0.343759 0.874826 -0.884 -0.253 -0.426 -0.3002
S -1.867806 1.244465 1.111440 1.089 0.262 -0.457 -0.0208
```
Positions in Å, forces in eV/Å.


Entry 5:
Molecular formula: C15H30O15
Method: DFT, wB97M-V/def2-TZVPD

## Properties
frontier orbital gap = 11.250 eV
LUMO = 0.59 eV
max |F| = 2.20 eV/A
energy relative to the best compared isomer or geometry (same formula, charge and spin) = 21.1 kcal per mole
2S+1 = 1
highest occupied orbital energy = -10.656 eV

Structure (XYZ):
```
60
Properties=species:S:1:pos:R:3:forces:R:3:mulliken_charge:R:1
C -3.858179 -3.905767 27.017577 0.801 -1.905 0.762 -0.6288
O -3.870688 -2.647577 26.416512 -0.486 0.587 -0.300 -0.3475
C -2.934320 -1.779377 26.824548 -1.219 -0.322 0.008 0.9348
O -2.030005 -2.011684 27.565915 0.751 -0.136 0.261 -0.5896
O -3.251169 -0.603924 26.294740 -0.074 0.042 -0.454 -0.2921
C -2.307244 0.420628 26.471093 0.834 1.063 1.016 -0.7659
H -4.654759 -4.581136 26.702792 -0.341 0.804 -0.612 0.2712
H -3.948448 -3.900355 28.107091 0.213 0.552 -0.048 0.2134
H -2.941225 -4.444002 26.751995 0.070 0.192 0.195 0.3094
H -2.089884 0.634424 27.524767 -0.266 -0.394 0.071 0.2609
H -2.721612 1.352196 26.096994 -0.128 -0.239 -0.470 0.2770
H -1.327924 0.212355 26.040198 -0.218 -0.196 -0.400 0.3645
C -7.258086 -0.811146 30.659268 -0.646 -0.396 -0.710 -0.4541
O -6.021608 -1.083139 31.303228 -0.622 0.372 0.524 -0.3810
C -4.979720 -1.252653 30.510612 0.233 -0.274 0.507 0.8680
O -5.037955 -1.416460 29.321246 0.487 0.018 -0.276 -0.4689
O -3.906142 -1.237458 31.304533 0.451 0.384 0.042 -0.3687
C -2.654362 -1.505427 30.668142 0.141 -0.769 -0.818 -0.3431
H -8.020474 -0.676893 31.420214 0.263 0.196 0.198 0.2663
H -7.589937 -1.639045 30.027186 0.277 -0.136 0.097 0.2771
H -7.197170 0.052807 29.999245 0.083 0.188 0.248 0.1332
H -2.470433 -0.860775 29.812018 -0.288 -0.036 -0.085 0.0217
H -2.693918 -2.545513 30.344542 0.213 0.082 -0.326 0.2565
H -1.786424 -1.414687 31.316109 -0.570 0.259 0.680 0.2861
C -10.550318 5.502443 22.043063 0.235 -0.059 -1.142 -0.7056
O -10.759657 4.540326 23.061381 0.051 -0.071 0.060 -0.2878
C -11.884581 4.677928 23.757263 0.353 -0.014 0.432 0.8410
O -12.659592 5.584416 23.667344 -0.574 0.343 -0.123 -0.5550
O -11.951232 3.660016 24.605846 0.360 -0.323 0.352 -0.2864
C -13.169711 3.465765 25.327019 -0.402 -0.896 -1.036 -0.6369
H -11.424435 5.617183 21.399809 -0.159 0.062 0.323 0.3130
H -9.776458 5.074962 21.404639 0.126 0.101 0.225 0.2480
H -10.229858 6.480298 22.398807 -0.097 -0.105 0.318 0.2897
H -13.078951 2.490301 25.802195 0.383 0.318 0.485 0.2333
H -13.935774 3.261454 24.572375 -0.313 0.654 0.243 0.3252
H -13.420882 4.272905 26.007526 0.030 0.045 -0.046 0.2312
C -12.171674 4.503748 30.247570 -1.255 0.266 0.651 -0.6898
O -11.756743 5.404619 29.250550 1.064 0.574 0.169 -0.2758
C -12.557368 6.212895 28.553662 1.106 -1.489 0.082 0.7940
O -13.736778 6.109468 28.466385 -1.250 0.419 0.075 -0.5489
O -11.731632 6.991339 27.861126 -0.461 0.376 -0.075 -0.2981
C -12.335435 7.777079 26.850057 0.140 1.016 -1.189 -0.7032
H -12.470090 4.991102 31.185707 0.420 0.409 -0.181 0.2837
H -11.294552 3.897802 30.447181 -0.294 -0.391 -0.136 0.2294
H -13.100745 3.992011 29.978256 0.480 -0.467 -0.404 0.3301
H -11.600557 7.858322 26.048936 0.023 -0.171 0.038 0.2492
H -12.533875 8.806360 27.156348 0.004 -0.172 0.499 0.2916
H -13.254321 7.388606 26.415518 0.054 -0.442 0.361 0.3456
C -9.119634 4.361779 26.586445 -0.605 -0.264 -0.791 -0.6439
O -8.305847 3.693629 27.533150 -0.220 0.214 0.931 -0.3155
C -7.393353 2.855511 27.069968 0.173 0.071 -0.138 0.7134
O -7.154395 2.640335 25.915045 0.037 -0.097 -0.382 -0.5623
O -6.766802 2.307111 28.109772 -0.409 -0.173 0.532 -0.3550
C -5.771418 1.346033 27.793098 0.360 -0.413 -0.948 -0.5330
H -9.912248 4.899333 27.101880 0.376 0.139 0.419 0.1852
H -9.639238 3.634243 25.959291 0.283 0.006 -0.188 0.3373
H -8.529999 5.033262 25.964206 -0.002 -0.014 0.009 0.3304
H -4.905064 1.872405 27.390499 0.179 -0.166 0.251 0.3388
H -6.088462 0.637617 27.023567 -0.248 0.261 -0.055 0.3977
H -5.551264 0.725452 28.653140 0.091 0.515 0.266 -0.0113
```
Positions in Å, forces in eV/Å.


Entry 6:
Molecular formula: C5H6ClFN2
Method: DFT, wB97M-V/def2-TZVPD

## Properties
frontier orbital gap = 9.577 eV
LUMO = -0.24 eV
max |F| = 3.49 eV/A
energy relative to the best compared isomer or geometry (same formula, charge and spin) = 0.7 kcal per mole
2S+1 = 1
highest occupied orbital energy = -9.820 eV

Structure (XYZ):
```
15
Properties=species:S:1:pos:R:3:forces:R:3:mulliken_charge:R:1
C 0.737160 -0.574148 1.620240 0.451 -0.084 1.650 -0.3546
C -0.166408 0.387884 1.545123 -1.277 0.652 -0.544 -0.4572
C 1.114386 -1.379488 0.459780 0.189 -2.227 0.075 -0.1147
C -0.927473 0.495754 0.263764 0.745 -2.349 -0.764 0.1545
C 0.132455 0.086383 -0.851050 -2.334 1.755 -1.910 0.7041
N 0.773049 -1.224977 -0.758379 -0.576 1.625 0.771 -0.6452
N -0.619021 0.274248 -2.049280 0.191 -0.036 -0.146 -0.5716
F 1.239816 0.996218 -0.841920 -0.593 -0.178 0.403 -0.3945
Cl -1.640204 2.036777 -0.101319 -0.177 1.277 0.431 -0.2026
H 1.138736 -0.834651 2.621427 0.193 0.295 -0.977 0.3301
H -0.441798 1.139102 2.269189 0.162 -0.441 0.737 0.3809
H 1.704082 -2.293772 0.648126 -0.197 0.469 0.139 0.3811
H -1.851409 -0.212342 0.170175 2.051 0.775 0.439 0.3174
H -1.086159 1.220504 -2.169683 1.375 -1.959 0.067 0.2241
H -0.107212 -0.117493 -2.826193 -0.203 0.423 -0.370 0.2482
```
Positions in Å, forces in eV/Å.


What is the energy relative to the best compared isomer or geometry (same formula, charge and spin) in the sixth record? 0.7 kcal per mole


Which value of max |F| does entry 1 give? 1.80 eV/A


Which of these has the highest energy relative to the best compared isomer or geometry (same formula, charge and spin)? C10H16O